# 1
Entry from the OMol25 dataset: a molecular structure, C6H8OS (ωB97M-V with the def2-TZVPD basis set).

```
16
Properties=species:S:1:pos:R:3
C 1.7420 -1.0239 0.9812
C 0.4925 -0.2256 0.4635
C 0.0227 1.1367 0.9895
C -0.6480 1.4291 -0.3297
C -1.7191 0.2582 -0.3198
C -0.8803 -0.9099 0.1396
H 2.7176 -0.4771 0.5082
H 1.7258 -0.9324 2.1799
H 1.7189 -2.0814 0.4959
H -0.7224 1.0868 1.8013
H 0.8806 1.7386 1.3261
H -0.9342 2.3557 -0.7692
H -2.0985 0.1775 -1.3266
H -2.5796 0.4346 0.4707
O -1.0832 -2.0639 0.3083
S 0.8686 0.6388 -1.1686
```

Output
Relative energy (zero: lowest compared OMol25 entry of this formula, charge and spin), kcal per mole: 38.5
HOMO-LUMO gap, eV: 9.4
LUMO level, eV: 0.59

Results of the natural (NBO) charge analysis, in e, for atoms 1 through 8: C -0.65; C -0.18; C -0.44; C -0.25; C -0.54; C 0.59; H 0.23; H 0.23



# 2
Entry from the OMol25 dataset: a single C6H8OS molecule (ωB97M-V with the def2-TZVPD basis set).

```
16
Properties=species:S:1:pos:R:3
C 1.5875 1.2861 1.9223
C 0.1228 0.7379 0.1140
C -0.0142 0.1738 -1.3564
C -0.5857 -0.5304 0.5278
C 0.4133 -1.7236 0.0033
C 0.7149 -1.2507 -1.2327
H 0.9232 0.6036 2.4597
H 2.7682 0.9552 2.0770
H 1.2385 2.2893 2.1613
H -0.4041 1.6636 0.4223
H 0.2361 0.7961 -2.2666
H -1.0657 -0.5327 1.5859
H 0.6122 -2.6370 0.5742
H 1.0793 -1.9627 -2.1601
O 1.3891 0.9612 0.5765
S -1.8707 -0.0640 -0.5835
```

Output
Relative energy (zero: lowest compared OMol25 entry of this formula, charge and spin), kcal per mole: 106.7
HOMO-LUMO gap, eV: 9.0
LUMO level, eV: 0.31

Results of the natural (NBO) charge analysis, in e, for atoms 1 through 8: C -0.25; C 0.05; C -0.27; C -0.44; C -0.18; C -0.22; H 0.16; H 0.21



# 3
Entry from the OMol25 dataset: a single C6H8OS molecule (ωB97M-V with the def2-TZVPD basis set).

```
16
Properties=species:S:1:pos:R:3
C -2.3398 0.6108 0.6729
C -0.9599 0.9257 0.9517
C -2.6161 -0.5286 0.0180
C -0.0862 0.1278 0.2377
C 2.3333 -0.0901 -0.8193
C 1.5150 -0.0149 0.4350
O -0.7980 -1.4798 -1.7670
S -0.9592 -1.3977 -0.3236
H -3.1736 1.3444 0.9232
H -0.8683 1.7767 1.5957
H -3.3852 -1.1759 -0.3738
H 2.1576 -0.8964 -1.5714
H 3.3239 -0.2296 -0.5488
H 2.3567 0.8681 -1.3514
H 1.7213 0.9493 0.7377
H 1.7785 -0.7898 1.1835
```

Output
Relative energy (zero: lowest compared OMol25 entry of this formula, charge and spin), kcal per mole: 72.4
HOMO-LUMO gap, eV: 8.8
LUMO level, eV: -0.15

Results of the natural (NBO) charge analysis, in e, for atoms 1 through 8: C -0.22; C -0.24; C -0.37; C -0.16; C -0.61; C -0.43; O -0.97; S 1.23



# 4
Entry from the OMol25 dataset: a single C6H8OS molecule (ωB97M-V with the def2-TZVPD basis set).

```
16
Properties=species:S:1:pos:R:3
C 0.5344 -2.0711 -1.1166
C -0.0403 -2.2475 0.2197
C 0.0114 -1.4592 1.2845
C 0.3034 -0.0959 1.3803
C 0.3439 0.5177 2.5289
C -0.5865 1.0755 -0.3709
H 1.0544 -3.0357 -1.3893
H 1.3769 -1.4111 -1.1472
H -0.1251 -1.6941 -1.9553
H -0.5419 -3.2337 0.3993
H -0.3938 -1.8817 2.1723
H 0.6711 1.5556 2.6866
H 0.2167 -0.1086 3.3758
H -1.5009 0.8727 0.2301
O 0.5843 0.6070 0.1967
S -0.5518 1.8602 -1.8439
```

Output
Relative energy (zero: lowest compared OMol25 entry of this formula, charge and spin), kcal per mole: 53.5
SMILES: C=C(/C=C\C)OC=S
HOMO-LUMO gap, eV: 9.0
LUMO level, eV: 0.04

Results of the natural (NBO) charge analysis, in e, for atoms 1 through 8: C -0.68; C -0.11; C -0.29; C 0.24; C -0.40; C 0.05; H 0.23; H 0.23



# 5
Entry from the OMol25 dataset: a single C6H8S molecule (ωB97M-V with the def2-TZVPD basis set).

```
15
Properties=species:S:1:pos:R:3
C 1.0029 0.1384 -0.5213
C 0.6322 -0.6653 0.4852
C -0.0864 0.8199 -1.2294
C -0.8335 -0.7794 0.4993
C -1.3327 0.0369 -0.7077
C 2.1466 -0.5324 0.2196
S 3.1819 0.2423 1.4904
H -0.0299 1.8383 -0.7435
H -0.1394 0.8021 -2.2937
H -1.0846 -1.8266 0.4539
H -1.3777 -0.3615 1.2626
H -2.0721 0.7486 -0.4308
H -1.6136 -0.3490 -1.6596
H 2.7233 -1.5436 0.0049
H 2.8626 1.4705 1.3816
```

Output
Relative energy (zero: lowest compared OMol25 entry of this formula, charge and spin), kcal per mole: 103.2
SMILES: SC1C2=C1CCC2
HOMO-LUMO gap, eV: 9.5
LUMO level, eV: 0.89

Results of the natural (NBO) charge analysis, in e, for atoms 1 through 8: C -0.03; C -0.03; C -0.42; C -0.43; C -0.39; C -0.29; S -0.03; H 0.22



# 6
Entry from the OMol25 dataset: a single C6H8S molecule (ωB97M-V with the def2-TZVPD basis set).

```
15
Properties=species:S:1:pos:R:3
C -0.8803 -1.2112 1.1727
C -2.0587 -1.4723 1.2595
C 0.5912 -0.9772 1.1653
C -0.1503 1.3638 -0.0085
C 0.8465 0.3126 0.2632
C 0.2463 0.4162 -1.0952
S 1.3323 0.8585 -2.4820
H -3.0242 -1.8526 0.9185
H -0.3926 -0.4375 -1.2819
H 0.9921 -0.9485 2.1481
H 1.0739 -1.8178 0.6577
H -1.0430 1.1832 0.4128
H 0.2188 2.3848 -0.1261
H 1.7580 0.6962 0.4261
H 0.4900 1.5017 -3.4303
```

Output
Relative energy (zero: lowest compared OMol25 entry of this formula, charge and spin), kcal per mole: 70.1
SMILES: C#CC[C@@H]1C[C@H]1S
HOMO-LUMO gap, eV: 10.1
LUMO level, eV: 0.95

Results of the natural (NBO) charge analysis, in e, for atoms 1 through 8: C -0.01; C -0.27; C -0.47; C -0.41; C -0.20; C -0.36; S -0.05; H 0.25



# 7
Entry from the OMol25 dataset: a molecular structure, C6H9AgNaO7 (ωB97M-V with the def2-TZVPD basis set).

```
24
Properties=species:S:1:pos:R:3
O -0.3984 0.0834 3.3315
C -0.6242 0.8947 2.3911
O 0.2710 1.5527 1.8149
Ag 1.9665 0.5245 3.2184
O -1.9030 0.9969 1.9864
C -2.1800 1.7377 0.7898
C -1.9284 0.9362 -0.4375
H -1.6034 2.6733 0.7858
H -3.2459 2.0085 0.8784
H -1.9925 1.4500 -1.3986
H -2.2820 -0.0992 -0.4371
C 1.5452 -0.3496 -2.5032
C 0.8021 -1.0033 -1.3594
O 1.6594 -0.9689 -0.2331
C 1.2694 -1.5902 0.9017
O 0.3071 -2.3750 0.8761
O 1.9217 -1.2576 1.9350
O 0.7234 -0.4520 -3.6465
Na -0.0499 -2.1238 3.1497
H 2.5135 -0.8499 -2.6702
H 1.7454 0.7026 -2.2425
H 0.5259 -2.0356 -1.6144
H 1.1632 -0.0422 -4.3942
H -0.2061 -0.4130 -1.1222
```

Output
Spin multiplicity: 2
HOMO-LUMO gap (alpha / beta), eV: 7.5 / 8.5
LUMO level (alpha / beta), eV: -0.74 / -0.75

Results of the natural (NBO) charge analysis, in e, for atoms 1 through 8: O -0.90; C 0.97; O -0.79; Ag 0.92; O -0.53; C -0.16; C -0.30; H 0.21



# 8
Entry from the OMol25 dataset: 2 unconnected molecules or ions with the total composition C6H9BF4N2OS (ωB97M-V with the def2-TZVPD basis set).

```
24
Properties=species:S:1:pos:R:3
C 2.6162 0.5981 2.3994
O 1.9596 1.7213 3.1133
C 1.2820 2.5790 2.0850
C 0.0333 1.6276 1.5073
C -0.0605 1.3754 -0.1444
C -1.3292 0.3780 -0.5866
S -1.6723 -0.1358 -2.3547
C -2.2860 -0.1729 0.6701
N -1.9111 0.2646 2.0663
N -0.8887 1.0424 2.5185
H 3.0053 0.9006 1.3379
H 3.5632 0.2985 3.0506
H 1.9516 -0.3677 2.3245
H 2.0277 2.8761 1.2339
H 0.8642 3.5190 2.6870
H 0.6826 1.8387 -0.9209
H -0.4970 -0.7237 -2.9193
H -3.2123 -0.8852 0.4853
H -2.5665 -0.1097 2.8212
B -0.7124 -3.3249 -4.2748
F -0.8509 -2.0680 -4.9923
F -0.6411 -4.4211 -5.2271
F 0.5028 -3.2961 -3.4771
F -1.8601 -3.5142 -3.4028
```

Output
HOMO-LUMO gap, eV: 6.9
LUMO level, eV: -3.35

Results of the natural (NBO) charge analysis, in e, for atoms 1 through 8: C -0.30; O -0.53; C -0.12; C 0.19; C -0.16; C -0.13; S 0.09; C 0.03



# 9
Entry from the OMol25 dataset: a molecular structure, C6H9BeF2NO5S2 (ωB97M-V with the def2-TZVPD basis set).

```
26
Properties=species:S:1:pos:R:3
N 3.0020 0.3042 0.5248
S 4.0779 0.1868 -0.5787
O 4.8919 -1.0177 -0.3748
S 2.0501 1.6985 0.6225
O 1.2622 1.4276 1.9186
C 0.6593 1.2299 -0.7119
F 0.7052 2.2960 -1.5430
F 1.1454 0.2383 -1.4852
O -1.2489 2.2928 0.9897
C -2.1484 2.1500 -0.0119
C -1.9572 0.8985 -0.7821
O -1.5700 -0.0925 -0.0390
C -1.7665 -1.4918 -0.3753
C -0.4852 -2.2450 -0.1351
O -0.0080 -2.0699 1.1910
C 1.0590 -1.2770 1.3640
Be -0.0847 0.7896 1.0385
H -2.1058 2.9496 -0.7923
H -3.2209 2.1282 0.2932
H -2.4552 0.6816 -1.7344
H -2.0707 -1.5855 -1.4237
H -2.5707 -1.8377 0.2833
H 0.2854 -1.9254 -0.8502
H -0.6800 -3.3134 -0.2892
H 1.4744 -1.2657 2.3731
H 1.7592 -1.1500 0.5282
```

Output
Spin multiplicity: 2
Total charge: +1
HOMO-LUMO gap (alpha / beta), eV: 6.4 / 6.9
LUMO level (alpha / beta), eV: -5.79 / -5.78

Results of the natural (NBO) charge analysis, in e, for atoms 1 through 8: N -1.01; S 1.49; O -0.77; S 1.26; O -1.03; C 0.06; F -0.34; F -0.37



# 10
Entry from the OMol25 dataset: a molecular structure, C6H9BrCaNO (ωB97M-V with the def2-TZVPD basis set).

```
19
Properties=species:S:1:pos:R:3
C 1.1659 1.3744 0.3457
C 1.0434 0.0361 -0.3391
C 1.7435 -1.0899 0.3688
N 0.3476 -0.1213 -1.4720
C -0.7219 -0.8636 -1.0453
C -1.8148 -0.0642 -0.3615
C -2.2217 -0.7492 0.9199
O -2.9103 -1.7109 1.0042
Br -1.4916 0.1034 2.5567
H 0.3133 1.4571 1.0054
H 1.1468 2.1890 -0.3853
H 2.0754 1.4226 0.9279
H 2.0936 -0.7604 1.3349
H 2.6057 -1.4004 -0.2118
H 1.0329 -1.8813 0.5309
H -1.1543 -1.3656 -1.8977
H -2.6893 -0.0710 -1.0043
H -1.5349 0.9631 -0.1629
Ca 0.9709 2.5321 -2.1147
```

Output
Total charge: +1
HOMO-LUMO gap, eV: 4.3
LUMO level, eV: -5.64

Results of the natural (NBO) charge analysis, in e, for atoms 1 through 8: C -0.64; C 0.30; C -0.68; N -0.60; C -0.07; C -0.56; C 0.56; O -0.46